Density functional theory data (ωB97M-V with the def2-TZVPD basis set) for an isolated ion of composition C6H12N and charge +1.

Summary:
Orbital gap (eV): 8.860
Multiplicity: 1
Net charge: +1
SMILES: C=C/C=C/CC[NH3+]
Energy relative to the best compared isomer or geometry (same formula, charge and spin) (kJ/mol): 267.56
LUMO (eV): -3.638

Each line ends with the Löwdin charge.
Cartesian coordinates (Å):
1 C 1.64041 2.11173 2.20422  0.041
2 C 1.55342 0.92366 1.63725  -0.176
3 C 0.31196 0.49556 0.96045  -0.127
4 C -0.10536 -0.66054 0.42501  -0.132
5 C -1.48842 -0.74011 -0.21977  -0.228
6 C -1.50172 -1.07932 -1.65401  -0.127
7 N -0.13866 -0.70161 -2.38722  0.188
8 H 0.87900 2.83168 2.21670  0.054
9 H 2.66432 2.42772 2.55028  0.096
10 H 2.12836 -0.01557 1.87338  0.127
11 H -0.19958 1.38874 0.81304  0.084
12 H 0.40073 -1.65056 0.61487  0.135
13 H -2.00948 0.21784 0.05788  0.139
14 H -2.07949 -1.48739 0.30329  0.124
15 H -2.46111 -0.75444 -2.18532  0.147
16 H -1.55923 -2.30437 -1.96653  0.193
17 H 0.03847 0.19666 -2.60100  0.097
18 H -0.02678 -1.23719 -3.26767  0.171
19 H 0.73376 -1.00766 -1.81722  0.195